No. 1
The following is a DFT calculation (ωB97M-V/def2-TZVPD) of C37H34BrCsNO4 as an isolated structure.

Electronic energy = -4380.1864 Ha
LUMO energy = 1.81 eV
Total charge = -1
Largest force on an atom = 0.091 Eh/bohr
HOMO-LUMO gap = 5.898 eV
Highest occupied orbital energy = -4.09 eV

```
78
C37H34BrCsNO4 | OMol25 | ωB97M-V/def2-TZVPD
Cs 0.31 1.94 -0.04
C 1.26 -4.25 0.28
C 0.31 -3.29 0.95
C -0.31 -3.88 2.19
O -0.71 -2.89 0.04
C -0.58 -1.50 -0.31
C 0.73 -1.04 0.41
O 0.97 -2.10 1.33
C 2.03 -0.56 -0.47
O 2.32 0.74 -0.12
C 3.31 -1.39 -0.15
C 3.72 -1.48 1.19
C 4.93 -2.04 1.54
C 5.80 -2.53 0.56
C 5.43 -2.42 -0.77
C 4.20 -1.85 -1.11
C 1.67 -0.64 -1.99
C 1.59 -1.84 -2.70
C 1.21 -1.87 -4.04
C 0.88 -0.69 -4.70
C 0.95 0.50 -4.01
C 1.33 0.52 -2.67
C -1.86 -0.69 0.01
O -1.60 0.64 -0.23
C -2.31 -0.92 1.48
C -1.91 -0.02 2.47
C -2.29 -0.20 3.80
C -3.09 -1.27 4.17
C -3.50 -2.17 3.19
C -3.11 -1.99 1.87
C -3.01 -1.15 -0.93
C -2.90 -2.14 -1.90
C -3.95 -2.41 -2.78
C -5.13 -1.70 -2.70
C -5.26 -0.71 -1.72
C -4.21 -0.45 -0.86
H 0.72 -5.15 -0.02
H 2.06 -4.53 0.98
H 1.73 -3.80 -0.59
H -0.99 -4.70 1.90
H -0.87 -3.13 2.73
H 0.47 -4.29 2.83
H -0.46 -1.42 -1.38
H 0.52 -0.16 1.02
H 3.08 -1.09 1.96
H 5.21 -2.09 2.59
H 6.76 -2.96 0.84
H 6.09 -2.77 -1.55
H 3.95 -1.77 -2.17
H 1.84 -2.77 -2.22
H 1.16 -2.82 -4.56
H 0.58 -0.71 -5.74
H 0.68 1.43 -4.51
H 1.36 1.46 -2.13
H -1.32 0.85 2.20
H -1.96 0.52 4.55
H -3.39 -1.40 5.20
H -4.12 -3.02 3.46
H -3.44 -2.70 1.11
H -1.99 -2.74 -1.98
H -3.84 -3.19 -3.53
H -5.95 -1.90 -3.38
H -6.18 -0.13 -1.64
H -4.30 0.34 -0.12
C 0.41 9.05 -0.34
C 0.39 7.79 0.49
C 0.39 7.80 1.87
C 0.37 6.62 2.59
C 0.36 5.44 1.86
Br 0.35 3.79 2.79
N 0.36 5.39 0.55
C 0.37 6.54 -0.12
H 0.42 9.93 0.30
H -0.47 9.12 -0.99
H 1.29 9.09 -0.98
H 0.40 8.75 2.40
H 0.37 6.60 3.67
H 0.37 6.47 -1.20
```

Atomic partial charges in e from the Mulliken method, atoms 1 to 4:
1 Cs 1.493
2 C -1.580
3 C 1.358
4 C -1.659

---

No. 2
The following is a DFT calculation (ωB97M-V/def2-TZVPD) of an isolated molecule of C22H22ClNO2.

Electronic energy = -1517.0146 Ha
LUMO energy = 0.54 eV
SMILES string = CCCCC(=O)N[C@H](c1ccccc1Cl)c1c(O)ccc2ccccc12
Largest force on an atom = 0.012 Eh/bohr
HOMO-LUMO gap = 8.574 eV
Highest occupied orbital energy = -8.04 eV

```
48
C22H22ClNO2 | OMol25 | ωB97M-V/def2-TZVPD
C 3.08 1.69 -3.13
C 3.63 1.35 -1.75
C 3.50 2.49 -0.74
C 2.06 2.90 -0.40
C 1.37 1.96 0.56
O 1.20 2.23 1.74
N 0.93 0.80 0.04
C 0.11 -0.10 0.84
C 0.34 -1.56 0.54
C -0.72 -2.46 0.43
C -0.50 -3.80 0.18
C 0.79 -4.29 0.05
C 1.86 -3.43 0.22
C 1.63 -2.08 0.48
Cl 3.02 -1.09 0.80
C -1.34 0.37 0.76
C -1.88 1.06 1.82
O -1.17 1.44 2.91
C -3.25 1.41 1.82
C -4.03 1.15 0.73
C -3.47 0.57 -0.43
C -4.25 0.38 -1.59
C -3.71 -0.17 -2.72
C -2.36 -0.54 -2.72
C -1.58 -0.38 -1.61
C -2.11 0.17 -0.42
H 3.29 0.89 -3.83
H 2.00 1.83 -3.11
H 3.53 2.61 -3.51
H 3.16 0.45 -1.37
H 4.70 1.13 -1.86
H 4.01 3.37 -1.14
H 4.01 2.21 0.18
H 1.47 2.99 -1.31
H 2.09 3.88 0.10
H 0.99 0.64 -0.95
H 0.45 0.05 1.88
H -1.73 -2.10 0.54
H -1.34 -4.47 0.09
H 0.97 -5.33 -0.15
H 2.87 -3.79 0.17
H -0.24 1.65 2.68
H -3.64 1.90 2.70
H -5.07 1.42 0.73
H -5.29 0.68 -1.57
H -4.30 -0.30 -3.61
H -1.93 -0.96 -3.62
H -0.55 -0.69 -1.64
```

Atomic partial charges in e from the Mulliken method, atoms 1 to 4:
1 C -1.339
2 C 0.126
3 C -0.553
4 C -0.907

---

No. 3
The following is a DFT calculation (ωB97M-V/def2-TZVPD) of C35H81CaCuN4O15S3 as an isolated structure.

Electronic energy = -6242.2541 Ha
LUMO energy (spin up / spin down) = -3.22 / -5.05 eV
Spin multiplicity = 2
Total charge = +1
Largest force on an atom = 0.063 Eh/bohr
HOMO-LUMO gap (spin up / spin down) = 7.517 / 5.689 eV
Highest occupied orbital energy (spin up / spin down) = -10.74 / -10.74 eV

```
140
C35H81CaCuN4O15S3 | OMol25 | ωB97M-V/def2-TZVPD
Ca 10.86 20.30 26.85
Cu 12.91 17.27 27.01
C 16.48 16.39 25.48
C 15.14 16.63 26.09
O 14.08 16.06 25.69
O 15.03 17.34 27.12
H 17.22 16.80 26.17
H 16.55 16.94 24.54
H 16.72 15.34 25.38
C 12.93 19.81 30.68
C 12.56 19.89 29.23
O 12.04 20.94 28.76
O 12.73 18.87 28.49
H 12.05 19.45 31.22
H 13.25 20.77 31.06
H 13.66 19.03 30.86
C 14.20 20.02 24.73
C 12.81 19.43 24.50
C 12.75 18.48 23.31
O 12.33 18.90 25.70
H 14.15 20.68 25.61
H 14.58 20.60 23.89
H 14.91 19.25 25.05
H 12.14 20.25 24.17
H 13.63 17.82 23.26
H 12.86 19.02 22.37
H 11.93 17.77 23.39
C 15.43 27.32 30.33
C 14.67 26.30 29.49
C 15.47 25.83 28.31
O 14.72 24.93 27.52
C 15.52 24.14 26.69
N 14.30 25.16 30.30
H 15.84 28.12 29.73
H 16.23 26.78 30.84
H 14.78 27.64 31.15
H 13.77 26.77 29.05
H 16.38 25.37 28.73
H 15.82 26.68 27.71
H 15.99 24.69 25.86
H 14.88 23.38 26.23
H 16.35 23.65 27.21
H 13.87 24.42 29.76
H 13.70 25.38 31.09
C 14.62 22.43 21.33
C 16.13 22.57 21.37
C 16.58 23.27 22.62
O 16.32 24.66 22.66
C 16.95 25.40 21.62
N 16.82 21.26 21.28
H 14.27 21.73 22.09
H 14.21 22.01 20.40
H 14.10 23.38 21.50
H 16.42 23.07 20.44
H 17.66 23.13 22.77
H 16.11 22.86 23.52
H 18.00 25.10 21.52
H 16.95 26.44 21.93
H 16.42 25.30 20.68
H 16.63 20.76 22.16
H 16.31 20.65 20.64
C 13.04 11.58 21.54
C 13.87 11.92 22.77
C 14.05 13.41 22.97
O 14.47 14.02 21.78
C 14.76 15.37 21.97
N 13.28 11.39 24.01
H 13.61 11.79 20.63
H 12.12 12.15 21.52
H 12.81 10.51 21.52
H 14.87 11.48 22.75
H 14.77 13.53 23.79
H 13.13 13.86 23.39
H 15.81 15.41 22.34
H 14.23 15.91 22.76
H 14.69 15.92 21.03
H 13.00 10.42 23.92
H 12.44 11.93 24.20
C 11.54 17.58 18.40
C 11.70 18.24 19.77
C 11.91 19.74 19.61
O 10.79 20.31 18.98
C 10.83 21.70 19.01
N 10.47 17.98 20.54
H 11.35 16.52 18.56
H 12.40 17.61 17.74
H 10.68 17.99 17.87
H 12.57 17.81 20.26
H 12.80 19.95 18.98
H 12.06 20.18 20.60
H 9.90 22.12 18.63
H 11.63 22.14 18.40
H 10.97 22.08 20.04
H 9.82 18.73 20.32
H 10.69 18.04 21.52
C 6.25 20.40 23.52
C 6.53 19.03 24.18
C 7.83 18.54 23.57
S 8.88 19.98 23.68
O 9.85 20.12 22.64
O 9.33 20.08 25.07
C 7.56 21.20 23.48
H 5.49 21.00 24.02
H 5.92 20.16 22.52
H 5.66 18.39 24.02
H 6.60 19.10 25.27
H 7.70 18.21 22.54
H 8.24 17.70 24.14
H 7.69 21.47 22.43
H 7.73 22.05 24.13
C 18.21 19.58 26.16
C 18.69 21.03 26.04
C 19.88 21.16 26.96
S 20.84 19.65 26.66
O 21.26 19.07 27.90
O 21.77 19.88 25.59
C 19.43 18.67 26.03
H 17.35 19.31 25.56
H 17.93 19.42 27.22
H 17.95 21.78 26.32
H 18.87 21.24 24.98
H 19.68 21.19 28.03
H 20.59 21.93 26.67
H 19.41 17.80 26.69
H 19.64 18.37 25.00
C 12.32 25.78 25.34
C 12.61 25.19 23.94
C 12.43 23.68 23.96
S 11.01 23.48 25.02
O 11.12 22.22 25.76
O 9.80 23.67 24.27
C 11.40 24.85 26.11
H 11.82 26.73 25.20
H 13.25 26.04 25.84
H 13.60 25.41 23.54
H 11.89 25.59 23.22
H 13.20 23.07 24.44
H 12.20 23.23 23.00
H 11.94 24.37 26.94
H 10.49 25.27 26.53
```

Atomic partial charges in e from the Mulliken method, atoms 1 to 4:
1 Ca 1.713
2 Cu -0.184
3 C -0.915
4 C 1.498

---

No. 4
The following is a DFT calculation (ωB97M-V/def2-TZVPD) of a 2-piece molecular cluster, C6H10O overall.

Electronic energy = -309.8282 Ha
LUMO energy = 0.91 eV
SMILES string = CC1=CCC=C1.O
Largest force on an atom = 0.005 Eh/bohr
HOMO-LUMO gap = 9.531 eV
Highest occupied orbital energy = -8.62 eV

```
17
C6H10O | OMol25 | ωB97M-V/def2-TZVPD
C -0.77 -1.07 1.82
C -0.35 -0.06 0.79
C -1.11 0.51 -0.16
C -0.28 1.44 -1.00
C 1.09 1.30 -0.39
C 1.03 0.44 0.65
H -0.58 -2.09 1.47
H -1.84 -1.00 2.04
H -0.22 -0.94 2.76
H -2.16 0.32 -0.34
H -0.63 2.48 -0.93
H -0.30 1.17 -2.06
H 1.96 1.85 -0.73
H 1.85 0.17 1.31
O 0.70 -1.46 -2.13
H 1.12 -0.82 -1.53
H 0.50 -2.21 -1.56
```

Atomic partial charges in e from the Mulliken method, atoms 1 to 4:
1 C -1.181
2 C 0.705
3 C -0.565
4 C -0.424